106
Properties=species:S:1:pos:R:3:forces:R:3 method="wB97M-V/def2-TZVPD" total_charge=-1 s_squared=2.01 gap_ha="0.181 / 0.246" mol_weight_g_mol=912.1 homo_ha="-0.120 / -0.185" total_energy_ha=-7658.669542 spin_multiplicity=3 de_lowest_ev=0.825
Ti -0.22920 -0.72787 0.06364 -0.8679 0.8044 1.0158
C -2.36910 -4.88738 2.07027 0.0149 -0.0345 0.0247
C -2.78090 -3.43819 1.81246 0.0408 -0.0752 0.1008
C -4.27137 -3.23042 2.09838 -0.0531 0.0061 -0.0210
C -1.96383 -2.47904 2.62502 -0.0994 0.0738 0.1666
C -1.72583 -2.51356 4.01494 0.0019 -0.0965 0.0112
C -1.04480 -1.34600 4.27921 -0.0364 -0.0044 -0.1436
N -0.88871 -0.67931 3.12062 -0.2556 0.1467 -0.1409
N -1.45393 -1.37621 2.09514 0.5521 0.0591 0.4560
B -0.45345 0.80590 2.97597 0.1244 0.2033 -0.1314
N 0.99294 0.93381 2.43438 -0.0814 -0.3292 -0.1130
C 2.04815 1.30195 3.17185 0.0643 0.0629 0.0073
C 3.19227 0.99286 2.47311 0.1310 -0.1641 0.0439
C 2.74724 0.38405 1.28425 -0.0393 0.2600 -0.1537
N 1.40462 0.37564 1.26210 -0.0333 -0.1284 0.2687
C 3.63884 -0.10207 0.16079 -0.0529 0.1242 0.1017
C 3.81868 -1.61945 0.11889 0.0812 0.0259 0.0192
C 5.00724 0.56946 0.24736 0.0887 0.0706 -0.0339
N -1.49450 1.56183 2.10871 -0.1280 -0.2360 0.1323
C -2.10040 2.70681 2.48408 0.0315 -0.0803 -0.0825
C -3.24045 2.85794 1.73386 -0.1084 0.0386 -0.0136
C -3.27917 1.70963 0.91062 -0.0079 -0.0052 -0.0076
N -2.21450 0.94722 1.12600 0.2609 0.4079 0.0938
C -4.41150 1.29504 0.00316 0.1023 0.0149 -0.0231
C -4.88068 2.44282 -0.89153 -0.0047 0.0464 -0.0354
C -4.10171 0.04449 -0.81304 -0.0256 -0.0401 -0.0430
H -2.94715 -5.57122 1.44261 0.0165 0.0243 0.0171
H -1.30687 -5.03960 1.86040 -0.0448 0.0063 0.0270
H -2.54640 -5.16308 3.11548 0.0181 0.0196 -0.0783
H -2.60182 -3.19916 0.76768 -0.0162 0.0265 -0.0981
H -4.49824 -3.43008 3.15030 0.0286 0.0020 -0.0499
H -4.56650 -2.20097 1.88068 0.0291 -0.0566 0.0107
H -4.88036 -3.90106 1.48420 0.0333 0.0377 0.0319
H -2.02075 -3.27790 4.71848 0.0134 0.0871 -0.0503
H -0.67813 -0.92560 5.20247 -0.0361 -0.0226 -0.0276
H -0.43242 1.30292 4.08119 -0.0099 -0.0442 -0.1113
H 1.89924 1.75986 4.13773 0.0358 -0.0364 -0.0572
H 4.21438 1.16935 2.76638 -0.0901 0.0330 0.0088
H 3.17658 0.20964 -0.77091 -0.1370 -0.0740 -0.0768
H 4.25427 -1.98535 1.05550 -0.0363 0.0100 -0.0131
H 2.87723 -2.12471 -0.06830 0.0350 0.0527 -0.0545
H 4.50473 -1.87980 -0.69296 -0.0387 0.0218 0.0261
H 5.57020 0.22185 1.12036 -0.0289 0.0249 -0.0253
H 5.59461 0.32005 -0.64038 -0.0213 0.0125 0.0417
H 4.91612 1.65658 0.30251 0.0014 -0.0566 -0.0130
H -1.68096 3.31292 3.27232 -0.0427 -0.0316 -0.0279
H -3.95908 3.66202 1.78981 0.0639 -0.0881 -0.0193
H -5.23889 1.04926 0.67595 -0.0704 -0.0310 0.0637
H -5.21588 3.30040 -0.30311 0.0246 -0.0386 -0.0304
H -4.07720 2.77408 -1.55175 -0.0395 -0.0170 0.0208
H -5.71241 2.12027 -1.52303 0.0185 0.0061 0.0446
H -3.45795 0.28761 -1.66090 0.0004 0.0098 0.0620
H -3.59788 -0.71300 -0.20868 -0.0206 0.0306 0.0011
H -5.02822 -0.38125 -1.21026 0.0423 0.0351 0.0090
O -2.24374 3.49672 -5.51006 0.0358 -0.1650 -0.0952
C -1.79527 2.33185 -5.55170 -0.0091 0.0362 -0.1027
O -1.62310 1.55331 -6.50970 -0.0474 0.1648 0.0712
C -1.39180 1.75552 -4.17578 0.0035 -0.0110 -0.1579
C -1.72750 2.41696 -3.01052 -0.1174 0.2087 0.1528
C -1.41382 1.85708 -1.78650 0.0239 -0.0191 -0.0079
N -0.74219 0.71361 -1.66974 0.0597 -0.1288 0.1133
C -0.32325 0.12375 -2.80130 0.1998 0.0565 -0.0971
C -0.66289 0.57932 -4.05764 0.0702 -0.0811 -0.0823
C 0.68624 -0.98829 -2.58015 -0.0068 0.3801 0.1573
O 1.00120 -1.75566 -3.47125 0.0452 -0.3098 -0.2343
O 1.17047 -0.95647 -1.38285 0.3511 -0.5338 -0.2670
H -2.24381 3.36639 -3.08968 0.0189 -0.0324 0.0074
H -1.69583 2.33655 -0.86075 -0.0422 0.0364 0.0374
H -0.34034 0.05272 -4.94594 -0.0024 0.0025 0.0376
N 1.09798 -4.72652 0.42302 0.2217 -0.0689 -0.1511
C 1.85816 -4.40358 1.53440 -0.0276 -0.2405 -0.0405
C 1.55847 -3.11768 1.83275 -0.3473 0.2381 0.0466
N 0.65037 -2.63148 0.92051 0.3646 -0.2841 -0.0500
C 0.39474 -3.61687 0.08382 0.2692 0.0997 0.4099
C -0.59026 -3.43052 -0.93691 -0.5241 0.2277 -0.5461
N -1.28194 -2.29748 -0.99285 -0.2310 -0.6225 -0.7624
C -2.12606 -2.43748 -2.09217 0.0336 0.3118 0.5434
C -1.93847 -3.63964 -2.66931 0.0506 -0.3176 -0.0630
N -0.98843 -4.30022 -1.90950 0.2909 0.1104 -0.1883
H 1.24262 -5.53105 -0.16074 -0.1257 -0.0833 0.0970
H 2.52438 -5.11005 1.99869 -0.0266 0.0199 -0.0606
H 1.93653 -2.50358 2.63405 -0.0185 0.0175 -0.0589
H -2.80035 -1.65488 -2.39012 0.0479 0.0274 0.0230
H -2.38028 -4.07905 -3.54792 0.0726 0.0096 0.0672
H -0.38223 -5.00074 -2.30224 -0.0885 -0.1309 0.0788
C 4.95991 4.60154 -0.56630 0.0534 -0.0480 0.0646
Ge 4.04871 5.27592 -2.15676 -0.0316 -0.0322 0.0056
C 5.38407 5.66513 -3.53796 0.0540 0.0325 -0.0757
C 3.10399 6.93412 -1.71163 -0.0459 0.0873 0.0229
C 2.77938 3.95952 -2.86313 -0.0860 0.1169 -0.0316
Se 2.01070 2.72769 -1.56932 0.1155 -0.1399 -0.0154
C 1.10925 4.00038 -0.42133 -0.0838 0.0407 0.0580
H 5.52827 5.40638 -0.09307 -0.0143 -0.0524 -0.0078
H 5.65039 3.79702 -0.83315 -0.0600 0.0582 0.0325
H 4.23898 4.20160 0.15154 0.0699 0.0385 -0.0577
H 6.06067 6.45804 -3.20799 -0.0364 -0.0537 -0.0310
H 4.90024 5.98722 -4.46400 0.0465 -0.0239 0.0735
H 5.97722 4.77232 -3.75310 -0.0456 0.0701 0.0043
H 3.80162 7.77553 -1.69266 -0.0493 -0.0422 0.0144
H 2.62704 6.86052 -0.73139 0.0178 0.0058 -0.0742
H 2.32904 7.14650 -2.45250 0.0622 -0.0078 0.0515
H 3.27437 3.31903 -3.59582 0.0087 0.0058 0.0362
H 1.96684 4.46843 -3.38553 0.0059 -0.0359 -0.0315
H 1.81346 4.66643 0.07756 -0.0023 -0.0188 -0.0225
H 0.58826 3.40722 0.33250 0.0220 0.0092 -0.0262
H 0.37900 4.57746 -0.98878 0.0264 -0.0228 0.0013